Record 1
{
  "formula": "C6H10O",
  "method": "the ωB97M-V functional and the def2-TZVPD basis",
  "elements": ["H", "C", "H", "H", "H", "H", "C", "C", "H", "C", "H", "H", "O", "H", "H", "C", "C"],
  "positions_angstrom": [[-2.06566, 0.53714, 0.23634], [0.45221, 1.67158, 0.82357], [0.98783, 1.28209, 1.79192], [-2.34621, -1.69177, -0.62026], [1.64649, 0.91444, -1.44446], [0.46894, -0.45915, -1.97454], [-0.00567, 0.59416, -0.16072], [1.91516, -0.68479, -0.21121], [-0.76904, -1.46261, -1.45895], [1.00270, 0.10244, -1.11636], [-0.99521, -0.41252, 1.33413], [1.13572, 2.45450, 0.38594], [2.18954, -0.71863, 0.93723], [-0.76612, -2.36437, 0.22063], [-0.45433, 2.04662, 1.40226], [-1.11486, -0.21967, 0.31147], [-1.28148, -1.58945, -0.45698]],
  "multiplicity": 1,
  "e_lumo_ha": [0.021, 0.019],
  "homo_ha": [-0.2665, -0.2697],
  "gap_ev": [7.8243, 7.8630]
}



Record 2
{
  "formula": "C6H10O",
  "method": "the ωB97M-V functional and the def2-TZVPD basis",
  "elements": ["O", "H", "H", "C", "H", "H", "C", "H", "C", "H", "C", "H", "C", "H", "H", "H", "C"],
  "positions_angstrom": [[1.30870, 2.11783, -0.75707], [1.61814, -0.23421, -2.07387], [-0.87325, 0.28466, -1.88537], [-0.74770, -0.32433, 0.35782], [-1.62891, -2.27928, 0.07192], [1.49763, -1.28269, -0.56872], [-0.26273, 0.07878, -1.01394], [-1.97023, 0.72828, 0.39140], [-1.22534, -1.58356, 0.79655], [0.96083, 0.04571, 1.73602], [0.29923, 0.57058, 1.03784], [2.27047, 2.11752, -0.66272], [0.83963, 0.87960, -0.36658], [-1.13110, -1.84827, 1.84214], [-1.99010, -0.34376, 0.69193], [-0.13923, 1.45817, 1.49701], [1.17395, -0.38501, -1.09436]],
  "multiplicity": 1,
  "e_lumo_ha": 0.029,
  "homo_ha": -0.2636,
  "gap_ev": 7.9544
}



Record 3
{
  "formula": "C6H10O",
  "method": "the ωB97M-V functional and the def2-TZVPD basis",
  "elements": ["C", "H", "H", "C", "H", "C", "H", "H", "C", "O", "H", "C", "H", "H", "H", "H", "C"],
  "positions_angstrom": [[0.24604, 0.21541, 0.54046], [-2.13629, -0.36204, -2.01678], [2.00490, 0.48739, -0.68876], [2.61852, -0.57803, 1.02668], [-0.32524, 0.86136, -1.51563], [-0.73835, 0.51814, -0.57473], [-1.85891, -1.42177, -0.54412], [0.42752, 1.08443, 1.19256], [-1.84702, -0.42614, -0.96837], [2.48724, -0.37982, 2.21187], [1.42746, -1.16461, -0.63291], [-2.15390, 0.79623, -0.16221], [-0.19375, -0.54848, 1.19545], [3.56107, -1.01165, 0.62668], [-2.76167, 1.59938, -0.56977], [-2.33240, 0.60016, 0.89281], [1.57479, -0.26998, -0.01324]],
  "multiplicity": 1,
  "smiles": "O=CCCC1CC1",
  "e_lumo_ha": 0.038,
  "homo_ha": -0.3596,
  "gap_ev": 10.8270
}



Record 4
{
  "formula": "C6H10O",
  "method": "the ωB97M-V functional and the def2-TZVPD basis",
  "elements": ["C", "H", "C", "C", "H", "H", "C", "H", "H", "H", "H", "C", "H", "H", "C", "H", "O"],
  "positions_angstrom": [[1.33991, 1.20672, 0.16910], [-0.29038, -2.21389, 1.04664], [-0.81126, -0.62104, -1.40149], [1.41896, -0.21384, -0.19679], [1.89624, 1.50622, 1.17198], [-0.80457, 1.67202, -0.54220], [-0.14185, -0.32210, -0.06346], [-0.46322, 0.16709, -2.06040], [1.77516, 2.06917, -0.53034], [-0.63378, -1.75085, -1.73474], [-1.76681, -1.24797, 1.15338], [-0.64168, -1.18590, 1.07508], [-0.49989, -0.55342, 2.09862], [-1.90679, -0.36697, -1.26104], [-0.17366, 1.22027, 0.31044], [-0.64645, 1.51339, 1.29413], [2.35008, -0.87891, -0.52892]],
  "multiplicity": 1,
  "smiles": "CC1(C)CCC1=O",
  "e_lumo_ha": 0.032,
  "homo_ha": -0.3428,
  "gap_ev": 10.1954
}



Record 5
{
  "formula": "C6H10O",
  "method": "the ωB97M-V functional and the def2-TZVPD basis",
  "elements": ["H", "H", "H", "H", "C", "C", "H", "H", "C", "O", "H", "C", "H", "C", "H", "C", "H"],
  "positions_angstrom": [[-0.37825, 2.04166, -0.86207], [0.41530, -1.86549, 2.48370], [-1.07279, -0.86294, 2.80859], [-0.80504, -1.82904, 1.06315], [-1.06098, -0.98729, -0.00002], [-0.27635, -1.11286, 2.08795], [0.35794, -0.76678, -1.96637], [2.04555, 1.76205, -1.42685], [1.49671, 0.89541, -1.06547], [0.41766, -0.05213, 1.52174], [-2.16382, -0.93203, -0.10876], [-0.52865, 0.33683, 0.50196], [2.05979, 0.18830, -0.46467], [0.05311, 1.06112, -0.69128], [-1.27865, 0.99225, 0.98673], [0.45009, 0.31608, -1.95960], [0.26839, 0.81485, -2.90873]],
  "multiplicity": 1,
  "e_lumo_ha": 0.007,
  "homo_ha": -0.2992,
  "gap_ev": 8.3413
}



Record 6
{
  "formula": "C6H10O",
  "method": "the ωB97M-V functional and the def2-TZVPD basis",
  "elements": ["H", "C", "H", "H", "H", "H", "C", "H", "C", "H", "C", "H", "H", "C", "O", "C", "H"],
  "positions_angstrom": [[-2.37010, 0.93797, -1.08955], [-0.47995, -0.86064, 0.49289], [0.66548, -0.31121, 2.28704], [-0.24295, -1.88515, 0.34643], [-1.13405, 1.28664, -2.29899], [-1.85496, -0.32964, -2.19651], [0.92511, -0.69282, 1.30087], [1.10510, 1.47000, -1.36630], [-0.38215, 0.13123, -0.64994], [1.49871, -1.62977, 1.49010], [0.81135, 0.72421, -0.63525], [2.61169, -0.26598, -0.03738], [-1.79705, 0.24475, 1.34632], [-1.49422, 0.51738, -1.60276], [-1.68010, -0.71015, 1.21938], [1.76453, 0.25663, 0.43094], [2.18723, 1.09114, 1.00096]],
  "multiplicity": 1,
  "smiles": "CC1=CCC[C@H]1O",
  "e_lumo_ha": 0.036,
  "homo_ha": -0.3305,
  "gap_ev": 9.9737
}



Record 7
{
  "formula": "C6H10O",
  "method": "the ωB97M-V functional and the def2-TZVPD basis",
  "elements": ["C", "H", "H", "H", "C", "H", "C", "H", "H", "H", "O", "H", "C", "H", "H", "C", "C"],
  "positions_angstrom": [[-0.68998, 1.04812, -1.37241], [1.39851, 1.24603, 0.63924], [0.25307, 1.34956, -1.83555], [-0.13480, -0.86932, 2.30239], [-1.14532, -0.40292, -1.55776], [1.49858, -0.15711, 2.73033], [0.79776, -0.43691, 1.94905], [-2.04975, -0.59133, -2.14638], [2.39488, -1.04055, 0.50255], [-1.47305, 1.77440, -1.60423], [-1.38157, -0.54542, -0.14618], [0.73380, -1.74941, 0.17599], [-0.65694, 0.67435, 0.11874], [-1.22937, 1.33160, 0.78736], [-0.34506, -1.07356, -1.90015], [1.32046, -0.96442, 0.64322], [0.70877, 0.40690, 0.71378]],
  "multiplicity": 1,
  "e_lumo_ha": 0.044,
  "homo_ha": -0.3545,
  "gap_ev": 10.8395
}



Record 8
{
  "formula": "C6H10O",
  "method": "the ωB97M-V functional and the def2-TZVPD basis",
  "elements": ["H", "C", "H", "H", "H", "C", "H", "H", "H", "C", "H", "O", "C", "C", "H", "C", "H"],
  "positions_angstrom": [[-0.37063, -0.56049, 1.06652], [0.49341, 1.65345, -0.18701], [0.14267, -2.81324, 0.04088], [2.56673, 1.34972, 0.07108], [-1.61441, 1.98246, -0.07017], [-0.92822, 1.13708, -0.18922], [-0.76183, -2.36379, -1.59118], [-2.11534, -0.44392, 0.73880], [0.62252, 2.73368, -0.23226], [1.59493, 0.88195, -0.07901], [2.00522, -1.23772, 0.57642], [0.58935, -1.04568, -0.89940], [1.53510, -0.55859, -0.13234], [-0.05088, -2.16452, -0.80442], [-1.32283, 0.63672, 1.90576], [-1.20763, 0.13225, 0.94317], [-1.17814, 0.68064, -1.15762]],
  "multiplicity": 1,
  "e_lumo_ha": [0.025, 0.015],
  "homo_ha": [-0.2612, -0.2695],
  "gap_ev": [7.8016, 7.7313]
}



Record 9
{
  "formula": "C6H10O",
  "method": "the ωB97M-V functional and the def2-TZVPD basis",
  "elements": ["C", "O", "H", "C", "H", "H", "H", "H", "H", "C", "H", "C", "H", "C", "C", "H", "H"],
  "positions_angstrom": [[0.39581, 0.66967, 1.59507], [-0.33927, -1.24700, -0.29706], [-0.88393, -0.25963, -2.11958], [0.62705, -0.27855, -0.74712], [0.66256, -0.36803, -2.96424], [1.96047, 1.15272, 0.21547], [-1.44438, -2.02310, 1.17776], [0.10488, 1.20571, -2.33371], [-0.95149, -0.31575, 2.87805], [0.13390, 0.12735, -2.14314], [-2.17483, -0.58525, 0.48566], [-0.58213, -0.18762, 1.86504], [0.84552, 1.24785, 2.39670], [-1.20348, -1.02310, 0.79273], [0.88639, 0.91672, 0.19778], [1.55629, -0.85916, -0.80688], [0.40664, 1.82716, -0.19254]],
  "multiplicity": 1,
  "smiles": "C[C@H]1CC=CCO1",
  "e_lumo_ha": 0.039,
  "homo_ha": -0.3422,
  "gap_ev": 10.3760
}



Record 10
{
  "formula": "C6H10O",
  "method": "the ωB97M-V functional and the def2-TZVPD basis",
  "elements": ["H", "H", "C", "O", "H", "H", "H", "H", "C", "C", "C", "H", "H", "H", "C", "H", "C"],
  "positions_angstrom": [[0.95899, -1.21006, 0.99770], [2.13864, 0.77304, 1.97807], [0.77923, -0.19771, 0.61565], [-0.43248, 0.26170, 1.27255], [2.88852, 0.22841, 0.46557], [-0.48325, -2.20999, -0.91196], [-1.85193, -1.30253, -1.53870], [-0.07043, 1.97621, -0.62034], [0.34851, -0.21312, -0.86251], [-0.53304, 1.03549, -0.92540], [-1.21499, -1.43602, -0.65869], [-1.08822, 1.13713, -1.85835], [-1.79805, -1.84622, 0.17141], [1.87618, 1.68432, 0.48095], [1.98902, 0.67860, 0.89795], [-2.28803, 0.35461, 0.35506], [-1.21867, 0.28617, 0.14103]],
  "multiplicity": 1,
  "e_lumo_ha": 0.029,
  "homo_ha": -0.2836,
  "gap_ev": 8.4953
}



Record 11
{
  "formula": "C6H10O",
  "method": "the ωB97M-V functional and the def2-TZVPD basis",
  "elements": ["H", "H", "H", "H", "H", "H", "C", "H", "C", "H", "C", "C", "H", "C", "O", "H", "C"],
  "positions_angstrom": [[0.69388, 0.30218, -1.57214], [1.37442, -2.91992, 1.53438], [2.13704, 0.06310, 0.69237], [1.33121, 0.24421, 2.19015], [-1.41108, -1.06547, -1.99513], [-1.47583, 0.19431, 1.81398], [0.20438, -1.15225, 0.71149], [-1.34805, 0.41415, -2.92671], [-0.04502, 0.28768, 0.44721], [-0.31099, 1.70496, -1.15789], [-0.22529, 0.61521, -1.07384], [-1.41671, 0.02761, -1.89569], [2.00186, 1.64235, 1.40078], [0.78462, -2.11594, 1.14775], [-1.27909, 0.70255, 1.01472], [-2.40992, 0.32224, -1.53684], [1.42344, 0.70941, 1.20572]],
  "multiplicity": 1,
  "smiles": "C#C[C@](C)(O)CC",
  "e_lumo_ha": 0.033,
  "homo_ha": -0.3659,
  "gap_ev": 10.8437
}



Record 12
{
  "formula": "C6H10O",
  "method": "the ωB97M-V functional and the def2-TZVPD basis",
  "elements": ["C", "C", "C", "H", "H", "O", "H", "H", "H", "C", "H", "C", "C", "H", "H", "H", "H"],
  "positions_angstrom": [[-0.98638, 0.60136, -0.28274], [-0.38185, -1.32246, -1.90068], [-0.42288, -0.37362, 0.86309], [-0.20692, 1.35668, -0.30816], [0.11043, -1.96863, -1.19518], [2.04410, 1.96175, 0.74230], [1.45941, -0.69069, 1.97458], [-2.02670, 0.87597, -0.14795], [0.57778, 1.69984, 2.16332], [-0.76746, -0.05063, -1.66765], [1.72590, -0.48948, 0.29401], [1.08924, -0.13505, 1.10109], [1.26279, 1.31202, 1.40339], [-1.31350, 0.34713, -2.51526], [-0.66743, -1.41275, 0.62363], [-0.94331, -0.00145, 1.74322], [-0.55320, -1.70999, -2.89102]],
  "multiplicity": 1,
  "smiles": "C=CCCCC=O",
  "e_lumo_ha": 0.038,
  "homo_ha": -0.3576,
  "gap_ev": 10.7632
}



Record 13
{
  "formula": "C6H10O",
  "method": "the ωB97M-V functional and the def2-TZVPD basis",
  "elements": ["O", "H", "C", "H", "H", "C", "H", "H", "H", "C", "C", "C", "H", "H", "C", "H", "H"],
  "positions_angstrom": [[-1.01465, 1.37259, 0.16201], [1.55581, -1.32834, 1.26784], [1.64043, 1.60420, -0.42797], [-2.18140, -1.79777, -0.17499], [-3.03225, -0.27439, 0.18464], [-2.08740, -0.81164, 0.28933], [1.00260, 2.19070, 0.21995], [-1.35897, 0.17417, -1.49554], [2.46373, -0.30322, -0.87526], [1.04223, -0.46032, 0.85396], [0.08177, -0.70105, -0.21866], [1.81521, 0.28114, -0.22693], [0.65487, 0.23022, 1.60401], [2.13588, 2.09954, -1.25981], [-1.04043, 0.22165, -0.42717], [-1.85388, -0.89726, 1.35334], [0.17646, -1.60023, -0.82876]],
  "multiplicity": 1,
  "e_lumo_ha": [-0.019, -0.019],
  "homo_ha": [-0.2942, -0.2943],
  "gap_ev": [7.4835, 7.4857]
}



Results for relative energy (zero: lowest compared OMol25 entry of this formula, charge and spin): 367.6, 623.6, 91.2, 153.4, 551.0, 66.4, 146.5, 360.1, 85.5, 510.2, 285.6, 140.1, 376.5 (in kJ/mol, following the order of the records).